# 1
Formula: C51H51F17O51
Source: OMol25
Level of theory: ωB97M-V/def2-TZVPD

XYZ file:
```
170
Properties=species:S:1:pos:R:3:lowdin_charge:R:1
C 1.782 4.703 2.895 -0.01
C 2.253 3.260 2.743 -0.35
O 1.059 2.530 2.859 0.19
C 0.079 3.326 3.078 -0.58
O -1.059 2.918 3.374 0.10
O 0.350 4.596 2.833 0.11
F 3.048 3.067 3.736 0.13
H 2.009 5.263 1.988 0.12
H 2.160 5.147 3.816 0.15
H 2.810 2.970 1.853 0.16
C 2.663 9.593 0.564 -0.06
C 1.173 9.797 0.562 -0.29
O 0.823 8.445 0.641 0.13
C 1.790 7.660 0.063 -0.54
O 1.819 6.476 -0.212 0.15
O 2.812 8.398 -0.184 0.10
F 0.687 10.314 -0.617 0.08
H 2.986 9.411 1.589 0.15
H 3.065 10.549 0.228 0.15
H 0.898 10.442 1.396 0.18
C -5.960 -2.534 5.406 -0.05
C -5.177 -2.430 4.169 -0.33
O -4.869 -3.761 3.774 0.12
C -5.158 -4.589 4.787 -0.57
O -4.968 -5.771 4.850 0.17
O -5.632 -3.851 5.768 0.10
F -4.077 -1.730 4.394 0.11
H -7.047 -2.458 5.377 0.15
H -5.713 -1.834 6.204 0.15
H -5.783 -1.916 3.422 0.16
C -4.113 1.152 3.306 -0.12
C -3.152 0.789 2.173 -0.22
O -4.042 0.832 1.042 0.15
C -5.283 0.621 1.506 -0.49
O -6.329 0.499 0.847 0.13
O -5.249 0.660 2.830 0.08
F -2.747 -0.492 2.459 0.05
H -4.202 2.231 3.439 0.15
H -3.848 0.680 4.252 0.14
H -2.289 1.454 2.204 0.14
C -0.463 -4.045 2.828 -0.08
C -1.512 -3.422 3.694 -0.30
O -0.668 -2.610 4.497 0.19
C 0.236 -2.152 3.679 -0.62
O 1.077 -1.320 3.940 0.16
O 0.250 -2.916 2.630 0.08
F -2.032 -4.392 4.482 0.09
H -0.755 -4.451 1.859 0.14
H -0.003 -4.821 3.440 0.15
H -2.322 -2.982 3.111 0.15
C 3.879 -4.750 2.599 -0.06
C 4.760 -5.571 3.529 -0.34
O 3.855 -5.830 4.610 0.15
C 3.019 -4.776 4.640 -0.55
O 2.175 -4.580 5.487 0.15
O 3.057 -4.072 3.508 0.07
F 5.856 -4.989 3.925 0.13
H 3.201 -5.314 1.958 0.13
H 4.502 -4.019 2.083 0.14
H 5.070 -6.465 2.987 0.17
C 5.689 6.785 0.159 -0.02
C 5.915 6.290 1.609 -0.31
O 5.844 4.870 1.521 0.12
C 4.965 4.611 0.491 -0.49
O 4.657 3.514 0.146 0.17
O 4.768 5.758 -0.274 0.03
F 4.998 6.718 2.495 0.09
H 6.589 6.613 -0.431 0.14
H 5.304 7.804 0.124 0.13
H 6.951 6.449 1.907 0.17
C -0.389 -0.812 -0.076 0.00
C 0.972 -1.312 -0.361 -0.24
O 1.771 -0.112 -0.543 0.15
C 0.980 0.868 -0.785 -0.64
O 1.426 1.934 -1.139 0.13
O -0.289 0.523 -0.705 0.09
F 0.725 -2.003 -1.507 0.07
H -0.568 -0.717 0.995 0.13
H -1.292 -1.273 -0.476 0.13
H 1.446 -1.940 0.393 0.16
C 0.223 -5.941 -1.516 -0.10
C 1.055 -6.041 -2.803 -0.28
O 2.275 -5.668 -2.236 0.16
C 2.184 -5.016 -1.137 -0.58
O 3.130 -4.515 -0.550 0.14
O 0.887 -4.999 -0.825 0.09
F 0.628 -5.168 -3.713 0.10
H 0.199 -6.902 -1.003 0.15
H -0.775 -5.598 -1.788 0.13
H 1.052 -6.975 -3.366 0.18
C 3.807 3.984 -3.159 -0.09
C 3.803 3.671 -4.592 -0.28
O 3.998 5.021 -5.197 0.11
C 3.534 5.923 -4.264 -0.49
O 3.414 7.132 -4.457 0.13
O 3.135 5.234 -3.160 0.05
F 2.650 3.208 -5.092 0.09
H 4.823 3.978 -2.766 0.14
H 3.290 3.227 -2.569 0.13
H 4.502 2.949 -5.014 0.17
C 5.091 0.232 0.973 -0.10
C 4.284 -0.267 2.036 -0.39
O 5.194 -0.997 2.760 0.17
C 6.105 -1.457 1.828 -0.58
O 6.949 -2.258 2.019 0.19
O 5.987 -0.788 0.727 0.14
F 3.238 -1.007 1.650 0.11
H 5.602 1.162 1.223 0.15
H 4.449 0.325 0.098 0.14
H 3.893 0.623 2.528 0.17
C -0.320 -0.283 -4.575 -0.01
C -0.633 -0.913 -5.895 -0.40
O -1.021 -2.207 -5.521 0.17
C -1.546 -2.155 -4.304 -0.59
O -2.090 -3.102 -3.807 0.16
O -1.268 -0.975 -3.765 0.06
F 0.305 -0.901 -6.749 0.17
H -0.459 0.798 -4.581 0.12
H 0.638 -0.450 -4.082 0.14
H -1.430 -0.367 -6.399 0.18
C -8.091 -2.090 0.061 -0.05
C -6.568 -2.291 -0.041 -0.36
O -6.485 -3.467 -0.801 0.16
C -7.638 -4.108 -0.786 -0.52
O -7.806 -5.279 -1.228 0.09
O -8.571 -3.378 -0.186 0.10
F -5.983 -2.440 1.113 0.12
H -8.449 -1.419 -0.720 0.15
H -8.209 -1.596 1.025 0.14
H -6.113 -1.418 -0.509 0.13
C -3.899 -5.585 1.531 -0.11
C -4.010 -6.371 0.316 -0.29
O -2.918 -5.828 -0.468 0.15
C -2.789 -4.564 -0.037 -0.54
O -2.148 -3.676 -0.613 0.13
O -3.385 -4.376 1.125 0.09
F -5.199 -6.196 -0.273 0.12
H -3.302 -5.991 2.348 0.15
H -4.879 -5.360 1.951 0.14
H -3.811 -7.411 0.573 0.18
C 3.496 -2.536 -3.265 -0.06
C 4.481 -2.288 -4.360 -0.23
O 5.000 -1.060 -3.954 0.14
C 4.261 -0.380 -3.095 -0.51
O 4.548 0.627 -2.525 0.18
O 3.169 -1.199 -2.826 0.03
F 3.753 -2.036 -5.563 0.02
H 3.960 -3.191 -2.527 0.13
H 2.484 -2.867 -3.497 0.14
H 5.206 -3.096 -4.457 0.18
C -0.396 5.297 -2.611 -0.05
C -1.068 4.163 -1.971 -0.24
O -0.983 3.144 -3.023 0.12
C -0.755 3.731 -4.180 -0.54
O -0.744 3.206 -5.310 0.10
O -0.718 5.075 -4.020 0.09
F -2.375 4.519 -1.711 0.07
H 0.691 5.294 -2.534 0.12
H -0.572 6.267 -2.146 0.15
H -0.533 3.878 -1.065 0.16
C -3.610 1.016 -2.691 -0.06
C -4.248 -0.307 -2.582 -0.31
O -5.642 -0.034 -2.615 0.17
C -5.835 1.208 -2.310 -0.58
O -6.936 1.684 -2.007 0.12
O -4.675 1.860 -2.265 0.09
F -3.728 -0.807 -1.465 0.10
H -3.308 1.339 -3.688 0.14
H -2.715 1.299 -2.138 0.13
H -3.952 -0.981 -3.386 0.16
```

Total charge = 0
Relative energy (zero: lowest compared OMol25 entry of this formula, charge and spin) = 0.000 eV
HOMO-LUMO gap = 0.383 Ha

# 2
Formula: C51H52N3O13
Source: OMol25
Level of theory: ωB97M-V/def2-TZVPD

XYZ file:
```
119
Properties=species:S:1:pos:R:3:lowdin_charge:R:1
C -2.154 -4.460 -0.062 -0.10
C -1.592 -3.051 -0.398 -0.27
C -0.584 -3.139 -1.574 -0.21
C 0.847 -3.519 -1.135 -0.21
C 1.885 -2.379 -1.378 -0.17
C 1.668 -1.284 -0.290 -0.21
C 2.971 -0.686 0.311 -0.20
C 3.347 -1.245 1.698 -0.17
C 2.373 -0.869 2.848 -0.10
C 1.712 0.469 2.691 -0.19
C 1.893 1.643 3.314 -0.01
N 0.994 2.589 2.814 0.19
C 0.259 1.972 1.896 -0.26
C -0.848 2.462 0.989 -0.05
C -0.329 3.715 0.203 -0.08
C 1.092 3.440 -0.286 -0.47
N 2.050 4.499 -0.099 0.11
O 1.408 2.404 -0.831 0.11
N 0.666 0.720 1.804 0.21
H -1.301 -5.075 0.262 0.07
H -2.550 -4.873 -0.993 0.05
H -2.940 -4.413 0.699 0.07
H -2.468 -2.460 -0.723 0.09
H -1.180 -2.542 0.489 0.08
H -0.951 -3.959 -2.212 0.10
H -0.641 -2.209 -2.159 0.10
H 0.824 -3.795 -0.068 0.11
H 1.215 -4.397 -1.689 0.07
H 2.911 -2.760 -1.427 0.11
H 1.618 -1.956 -2.357 0.11
H 1.096 -1.754 0.528 0.08
H 1.098 -0.458 -0.746 0.10
H 3.823 -0.897 -0.352 0.12
H 2.869 0.410 0.325 0.09
H 3.395 -2.341 1.614 0.12
H 4.366 -0.915 1.939 0.12
H 2.942 -0.855 3.786 0.13
H 1.568 -1.607 2.969 0.13
H 2.608 1.843 4.102 0.14
H 0.894 3.558 3.076 0.17
H -1.796 2.651 1.501 0.13
H -0.984 1.676 0.234 0.13
H -1.026 3.948 -0.609 0.14
H -0.295 4.550 0.916 0.11
H 2.622 4.580 -0.940 0.09
H 2.704 4.260 0.645 0.10
H 0.196 0.114 1.140 0.16
C 1.788 -8.263 -2.402 0.02
C 2.657 -9.059 -3.019 0.03
C 3.281 -8.666 -4.307 -0.38
O 4.071 -9.390 -4.870 0.12
C 2.899 -7.351 -4.878 0.03
C 2.029 -6.556 -4.260 0.02
C 1.407 -6.950 -2.974 -0.37
O 0.614 -6.222 -2.408 0.07
H 1.321 -8.532 -1.463 0.12
H 2.948 -10.022 -2.617 0.13
H 3.365 -7.081 -5.817 0.12
H 1.738 -5.593 -4.661 0.12
C -6.550 -3.860 -3.048 0.02
C -7.102 -2.916 -3.806 0.02
C -6.278 -1.856 -4.436 -0.38
O -6.778 -0.993 -5.125 0.11
C -4.814 -1.889 -4.191 0.02
C -4.263 -2.833 -3.434 0.02
C -5.089 -3.893 -2.804 -0.37
O -4.582 -4.754 -2.114 0.10
H -7.135 -4.640 -2.581 0.12
H -8.167 -2.878 -3.996 0.12
H -4.230 -1.108 -4.660 0.12
H -3.197 -2.875 -3.242 0.11
C 3.255 8.618 -0.307 0.03
C 3.577 7.408 -0.760 0.02
C 4.576 7.226 -1.835 -0.39
O 4.859 6.116 -2.242 0.09
C 5.215 8.440 -2.394 0.02
C 4.899 9.653 -1.946 0.03
C 3.895 9.836 -0.868 -0.38
O 3.608 10.939 -0.456 0.11
H 2.520 8.780 0.483 0.09
H 3.133 6.497 -0.379 0.07
H 5.944 8.284 -3.179 0.12
H 5.353 10.553 -2.341 0.12
C 0.602 3.675 6.448 0.01
C 0.837 2.374 6.581 0.01
C 1.165 1.781 7.904 -0.38
O 1.381 0.596 8.018 0.12
C 1.217 2.698 9.068 0.03
C 0.980 4.002 8.933 0.03
C 0.654 4.592 7.614 -0.38
O 0.438 5.777 7.483 0.11
H 0.361 4.128 5.493 0.10
H 0.802 1.689 5.743 0.10
H 1.456 2.248 10.023 0.13
H 1.015 4.686 9.771 0.13
C -9.168 -7.843 -4.444 0.02
C -8.846 -9.041 -4.924 0.03
C -7.820 -9.195 -5.985 -0.38
O -7.527 -10.285 -6.424 0.12
C -7.167 -7.961 -6.489 0.02
C -7.489 -6.764 -6.008 0.02
C -8.514 -6.611 -4.948 -0.38
O -8.806 -5.518 -4.508 0.09
H -9.913 -7.710 -3.671 0.12
H -9.311 -9.952 -4.568 0.12
H -6.421 -8.093 -7.262 0.12
H -7.024 -5.852 -6.363 0.12
C 3.562 9.193 3.437 0.03
C 4.254 9.197 4.574 0.04
C 3.923 8.265 5.679 -0.38
O 4.547 8.266 6.715 0.13
C 2.791 7.326 5.467 0.03
C 2.102 7.323 4.329 0.02
C 2.435 8.255 3.226 -0.37
O 1.806 8.252 2.185 0.07
H 3.788 9.867 2.619 0.12
H 5.081 9.874 4.746 0.13
H 2.563 6.655 6.284 0.10
H 1.272 6.649 4.157 0.11
```

Total charge = +1
HOMO-LUMO gap = 0.277 Ha

# 3
Formula: C51H53CsN5O9PS2
Source: OMol25
Level of theory: ωB97M-V/def2-TZVPD

XYZ file:
```
122
Properties=species:S:1:pos:R:3:lowdin_charge:R:1
Cs -0.674 0.493 -0.161 1.35
O -2.300 3.838 -1.768 -0.03
C -2.400 2.626 -1.474 -0.69
O -2.667 2.142 -0.333 -0.35
C -2.126 1.604 -2.590 -0.65
O -3.028 1.380 -3.420 -0.03
O -0.977 1.056 -2.532 -0.35
C 2.272 -4.326 -4.782 -0.05
O 2.420 -5.724 -4.506 -0.08
C 2.038 -6.338 -3.351 -0.21
C 2.315 -7.703 -3.342 -0.03
C 2.039 -8.498 -2.244 -0.11
C 1.455 -7.925 -1.123 -0.10
C 1.148 -6.575 -1.133 -0.03
C 1.435 -5.748 -2.221 -0.15
N 1.114 -4.377 -2.193 0.13
C 1.092 -3.486 -1.104 -0.38
N 1.920 -3.841 -0.084 0.13
C 2.278 -3.132 1.131 -0.21
C 2.032 -1.781 1.351 -0.06
C 2.551 -1.326 2.584 -0.19
C 3.240 -2.108 3.504 -0.13
C 3.451 -3.461 3.231 -0.08
C 2.962 -3.959 2.035 -0.24
O 3.098 -5.295 1.672 -0.13
C 4.093 -6.043 2.335 -0.11
N 0.426 -2.396 -1.175 0.10
C -0.291 -2.120 -2.356 -0.29
C -1.668 -2.386 -2.395 -0.05
C -2.447 -2.097 -3.501 -0.10
C -1.848 -1.529 -4.621 -0.09
C -0.495 -1.269 -4.610 -0.02
C 0.290 -1.540 -3.491 -0.26
O 1.612 -1.215 -3.623 -0.09
C 2.459 -1.027 -2.475 -0.05
H 2.735 -4.182 -5.755 0.09
H 2.771 -3.699 -4.050 0.09
H 1.225 -4.032 -4.863 0.09
H 2.782 -8.113 -4.230 0.11
H 2.283 -9.554 -2.267 0.09
H 1.221 -8.520 -0.248 0.10
H 0.661 -6.128 -0.274 0.12
H 0.569 -4.026 -2.962 0.11
H 2.371 -4.733 -0.180 0.10
H 2.419 -0.275 2.847 0.05
H 3.607 -1.684 4.436 0.08
H 3.962 -4.099 3.937 0.08
H 4.223 -6.965 1.771 0.08
H 3.794 -6.291 3.357 0.08
H 5.039 -5.497 2.374 0.09
H -2.092 -2.848 -1.508 0.11
H -3.511 -2.301 -3.490 0.10
H -2.446 -1.236 -5.473 0.10
H -0.013 -0.778 -5.449 0.12
H 3.308 -0.457 -2.850 0.08
H 2.814 -1.975 -2.076 0.08
H 1.975 -0.487 -1.662 0.07
C 3.841 3.428 -1.654 -0.06
C 2.623 2.703 -2.214 -0.38
C 2.237 3.221 -3.598 -0.05
C 1.409 2.765 -1.286 -0.31
C 0.910 4.193 -0.982 -0.04
O 1.043 4.308 0.474 -0.01
C 1.439 3.083 0.900 -0.42
N 1.713 2.193 0.047 0.09
C 1.431 2.871 2.380 -0.15
C 2.610 2.560 3.036 -0.03
C 2.590 2.251 4.391 -0.09
C 1.385 2.244 5.076 -0.08
C 0.198 2.553 4.412 -0.08
C 0.198 2.880 3.060 -0.29
P -1.300 3.096 1.968 1.13
C -2.666 2.640 3.110 -0.34
C -3.164 1.340 3.001 -0.09
C -4.175 0.890 3.844 -0.08
C -4.714 1.747 4.792 -0.10
C -4.237 3.050 4.901 -0.10
C -3.220 3.492 4.065 -0.09
C -1.456 4.941 2.009 -0.34
C -0.847 5.765 2.954 -0.10
C -1.020 7.144 2.919 -0.10
C -1.812 7.720 1.931 -0.11
C -2.417 6.906 0.980 -0.08
C -2.240 5.526 1.012 -0.07
H 4.698 3.321 -2.326 0.07
H 4.124 3.030 -0.677 0.07
H 3.650 4.501 -1.539 0.07
H 2.871 1.645 -2.310 0.11
H 2.033 4.298 -3.575 0.08
H 1.339 2.719 -3.970 0.09
H 3.045 3.057 -4.317 0.07
H 0.616 2.150 -1.735 0.06
H -0.135 4.357 -1.245 0.11
H 1.537 4.969 -1.422 0.11
H 3.532 2.513 2.469 0.12
H 3.508 1.976 4.896 0.10
H 1.358 1.971 6.124 0.10
H -0.743 2.514 4.950 0.10
H -2.762 0.660 2.259 0.07
H -4.546 -0.118 3.724 0.06
H -5.512 1.403 5.440 0.09
H -4.660 3.727 5.635 0.09
H -2.863 4.514 4.151 0.10
H -0.219 5.331 3.723 0.10
H -0.532 7.767 3.660 0.09
H -1.945 8.795 1.897 0.09
H -3.017 7.344 0.191 0.10
H -2.660 4.901 0.227 0.09
O -0.657 -0.747 3.061 -0.11
H -0.110 0.031 3.230 0.00
H -0.035 -1.330 2.591 0.00
S -4.878 -1.992 1.490 0.53
C -5.243 -0.837 0.344 -1.18
N -4.787 -0.799 -0.902 -0.04
C -5.354 0.186 -1.825 -0.21
C -5.803 1.327 -0.920 -0.41
S -6.359 0.490 0.603 0.89
H -3.991 -1.368 -1.140 0.11
H -6.203 -0.255 -2.353 0.11
H -4.594 0.523 -2.529 0.09
H -6.619 1.899 -1.356 0.07
H -4.963 1.978 -0.673 0.06
```

Total charge = -2
Relative energy (zero: lowest compared OMol25 entry of this formula, charge and spin) = 0.668 eV
HOMO-LUMO gap = 0.197 Ha

Across the entries above, E_LUMO takes the values -0.0072 -0.1458 0.1355 Ha, respectively.